No. 1
C4H24F6NO6P | wB97M-V/def2-TZVPD

Properties
* calculated total energy: -43912.442 eV
* 2S+1: 1
* F_max: 2.8 eV Å⁻¹
* frontier orbital gap: 10.363 eV

Each line ends with the Löwdin charge.
Element x y z (Å)
N (-0.12, -0.75, 1.15)  0.28
H (-0.09, -0.45, 0.18)  0.07
H (-0.09, 0.07, 1.78)  0.06
H (0.70, -1.32, 1.33)  0.08
H (-0.98, -1.32, 1.33)  0.08
P (-0.87, 2.15, 3.13)  0.18
F (0.19, 0.88, 3.26)  -0.19
F (0.34, 3.12, 3.43)  -0.13
F (-0.64, 2.22, 1.51)  -0.17
F (-1.83, 3.47, 3.09)  -0.16
F (-2.14, 1.19, 2.78)  -0.17
F (-1.21, 1.99, 4.70)  -0.15
C (1.71, -1.61, -2.86)  -0.17
O (1.20, -2.93, -2.96)  -0.11
H (1.33, -1.08, -1.99)  0.05
H (2.80, -1.62, -2.82)  0.08
H (1.53, -1.05, -3.78)  0.07
H (0.26, -2.95, -2.79)  0.06
C (-1.44, 1.53, -1.51)  -0.04
C (-1.79, 0.24, -2.25)  -0.44
C (-1.19, 0.35, -3.67)  -0.06
O (-1.26, -0.91, -1.55)  -0.07
H (-0.93, 2.27, -2.14)  0.08
H (-0.76, 1.33, -0.69)  0.05
H (-2.32, 2.05, -1.14)  0.09
H (-2.87, 0.18, -2.37)  0.13
H (-1.65, 1.19, -4.18)  0.09
H (-1.06, -0.59, -4.21)  0.08
H (-0.14, 0.64, -3.56)  0.07
H (-1.74, -1.63, -1.99)  0.09
O (2.34, 0.42, -0.13)  -0.05
H (2.83, 1.21, 0.14)  0.04
H (3.02, -0.25, -0.25)  0.04
O (-2.37, -2.23, 1.56)  -0.03
H (-2.36, -2.83, 2.32)  0.07
H (-3.22, -1.76, 1.63)  0.08
O (2.28, -2.28, 1.86)  -0.04
H (3.19, -2.07, 2.07)  0.06
H (2.22, -3.24, 1.95)  0.06
O (2.71, 2.08, 2.32)  -0.07
H (2.62, 2.54, 3.16)  0.04
H (1.82, 1.75, 2.14)  -0.01

***

No. 2
C4H12O | wB97M-V/def2-TZVPD

Properties
* ΔE to the lowest compared entry with this formula, charge and spin: 1.968 eV
* calculated total energy: -6388.153 eV
* 2S+1: 1
* F_max: 4.2 eV Å⁻¹
* frontier orbital gap: 10.864 eV
* SMILES: CCO.CC

Each line ends with the Löwdin charge.
Element x y z (Å)
C (-1.19, -1.15, -0.29)  -0.25
C (-2.54, -0.95, 0.48)  -0.08
O (-1.49, -2.00, -1.48)  -0.16
H (-0.50, -0.33, -0.66)  0.08
H (-0.41, -1.72, 0.23)  0.10
H (-3.27, -1.69, 0.38)  0.03
H (-2.47, -2.09, -1.66)  0.10
H (-3.02, 0.01, 0.30)  0.07
H (-2.32, -1.15, 1.60)  0.10
C (1.50, 1.21, -0.21)  -0.20
C (2.77, 1.61, 0.59)  -0.18
H (1.80, 0.37, -0.88)  0.06
H (0.54, 0.97, 0.29)  0.04
H (1.15, 1.88, -1.14)  0.11
H (2.75, 1.07, 1.59)  0.08
H (3.03, 2.66, 0.81)  0.06
H (3.67, 1.29, 0.05)  0.05

***

No. 3
C8H10N4O3S | wB97M-V/def2-TZVPD

Properties
* ΔE to the lowest compared entry with this formula, charge and spin: 1.581 eV
* calculated total energy: -31391.775 eV
* 2S+1: 1
* F_max: 1.4 eV Å⁻¹
* frontier orbital gap: 8.631 eV
* SMILES: C#CCc1nnc(CCCS(=O)(=O)O)nn1

Each line ends with the Löwdin charge.
Element x y z (Å)
C (3.86, 0.21, 2.68)  0.11
C (3.62, 0.75, 1.65)  -0.15
C (3.22, 1.49, 0.45)  -0.13
C (2.11, 0.74, -0.26)  -0.34
N (1.09, 1.47, -0.71)  0.12
N (0.10, 0.82, -1.30)  0.13
C (0.21, -0.50, -1.39)  -0.36
C (-0.93, -1.23, -2.02)  -0.13
C (-2.26, -1.06, -1.25)  -0.19
C (-2.11, -1.01, 0.28)  -0.21
S (-2.72, 0.53, 0.97)  0.58
O (-3.94, 0.23, 1.65)  -0.27
O (-2.77, 1.55, -0.03)  -0.29
O (-1.65, 0.96, 2.06)  -0.15
N (1.25, -1.23, -0.98)  0.12
N (2.24, -0.58, -0.39)  0.13
H (3.99, -0.50, 3.46)  0.03
H (4.08, 1.51, -0.22)  0.12
H (2.88, 2.48, 0.71)  0.12
H (-1.07, -0.77, -2.99)  0.12
H (-0.67, -2.27, -2.20)  0.11
H (-2.78, -0.19, -1.64)  0.10
H (-2.88, -1.92, -1.49)  0.11
H (-1.11, -1.25, 0.63)  0.10
H (-2.77, -1.75, 0.72)  0.10
H (-1.00, 1.52, 1.61)  0.09

***

No. 4
C15H21FeN2O2 | wB97M-V/def2-TZVPD

Properties
* ΔE to the lowest compared entry with this formula, charge and spin: 1.482 eV
* net charge: +1
* calculated total energy: -57343.435 eV
* 2S+1: 5
* F_max: 9.9 eV Å⁻¹
* ⟨S²⟩: 6.0607
* frontier orbital gap (alpha / beta): 6.414 / 7.412 eV

Each line ends with the Löwdin charge.
Element x y z (Å)
C (0.37, 2.94, -0.55)  -0.07
C (1.75, 2.65, 0.02)  -0.33
C (1.79, 1.07, 0.33)  -0.12
Fe (0.19, -0.56, 0.97)  0.41
C (1.52, -1.71, 0.96)  -0.11
O (2.49, -2.30, 0.68)  0.17
C (-0.17, -0.87, -0.72)  -0.10
O (-0.21, -0.96, -1.88)  0.17
C (-0.20, -0.90, 2.97)  -0.16
C (-0.92, -1.80, 2.17)  -0.17
C (-1.76, -1.06, 1.29)  -0.18
C (-1.58, 0.32, 1.60)  -0.14
C (-0.59, 0.44, 2.61)  -0.12
H (0.16, 3.99, -0.70)  0.08
H (0.25, 2.49, -1.54)  0.07
H (-0.37, 2.51, 0.14)  0.07
H (1.84, 3.23, 1.01)  0.18
H (2.24, 0.60, -0.53)  0.03
H (2.44, 0.91, 1.19)  0.04
H (0.46, -1.19, 3.77)  0.13
H (-0.97, -2.87, 2.29)  0.13
H (-2.51, -1.52, 0.67)  0.13
H (-2.20, 1.12, 1.21)  0.12
H (-0.24, 1.32, 3.10)  0.12
C (5.08, 3.02, 0.16)  -0.13
C (4.53, 4.49, 0.20)  -0.14
C (3.42, 4.52, -0.82)  -0.08
N (2.85, 3.04, -0.86)  -0.18
N (2.39, 2.78, -2.25)  0.05
C (1.94, 3.67, -3.05)  0.02
C (4.11, 2.22, -0.69)  -0.10
H (6.04, 3.02, -0.37)  0.12
H (5.28, 2.64, 1.17)  0.12
H (4.23, 4.78, 1.23)  0.12
H (5.34, 5.18, -0.09)  0.12
H (2.65, 5.27, -0.67)  0.13
H (3.82, 4.63, -1.84)  0.12
H (1.17, 3.39, -3.82)  0.12
H (2.33, 4.74, -3.08)  0.10
H (4.44, 2.06, -1.72)  0.14
H (3.86, 1.28, -0.22)  0.09

***

No. 5
C7H10BFLuN | wB97M-V/def2-TZVPD

Properties
* net charge: +2
* calculated total energy: -45896.855 eV
* 2S+1: 1
* F_max: 5.7 eV Å⁻¹
* frontier orbital gap: 2.980 eV

Each line ends with the Löwdin charge.
Element x y z (Å)
F (-1.86, -2.84, -2.66)  0.02
C (-0.73, -2.07, -2.40)  -0.14
C (-1.12, -0.79, -1.59)  -0.02
B (-1.13, -1.13, 0.09)  -0.24
C (-0.20, 0.03, 0.72)  -0.17
C (-0.71, 1.41, 0.53)  0.11
C (0.13, 2.51, 1.06)  0.05
C (1.36, 2.00, 1.69)  -0.01
C (1.72, 0.57, 1.84)  -0.30
N (0.95, -0.40, 1.35)  0.13
H (-0.31, -1.74, -3.40)  0.18
H (0.07, -2.67, -1.89)  0.15
H (-2.09, -0.33, -1.91)  0.14
H (-0.35, 0.00, -1.80)  0.12
H (-2.28, -1.01, 0.48)  0.17
H (-0.74, -2.21, 0.37)  0.09
H (-1.68, 1.64, 0.01)  0.15
H (-0.11, 3.58, 0.96)  0.14
H (2.08, 2.76, 2.10)  0.10
H (2.68, 0.27, 2.35)  -0.25
Lu (4.33, 0.42, 2.09)  1.58

***

No. 6
C32H32AsN3O2Pd | wB97M-V/def2-TZVPD

Properties
* ΔE to the lowest compared entry with this formula, charge and spin: 0.125 eV
* calculated total energy: -106586.623 eV
* 2S+1: 1
* F_max: 0.5 eV Å⁻¹
* frontier orbital gap: 6.410 eV

Each line ends with the Löwdin charge.
Element x y z (Å)
Pd (-1.33, 0.60, 0.44)  0.11
C (-3.12, -3.38, 2.33)  -0.08
O (-2.50, -2.58, 3.37)  0.00
C (-2.30, -1.37, 2.79)  -0.32
N (-2.79, -1.14, 1.65)  0.14
C (-3.55, -2.34, 1.27)  -0.24
C (-3.34, -2.79, -0.16)  -0.18
C (-2.81, -1.96, -1.14)  -0.05
C (-2.67, -2.42, -2.44)  -0.08
C (-3.05, -3.71, -2.78)  -0.09
C (-3.59, -4.54, -1.81)  -0.09
C (-3.74, -4.08, -0.51)  -0.05
C (-1.46, -0.40, 3.54)  -0.18
C (-0.83, -0.70, 4.74)  0.01
C (-0.01, 0.28, 5.30)  -0.04
C (0.16, 1.49, 4.64)  0.01
C (-0.53, 1.68, 3.45)  -0.18
N (-1.32, 0.76, 2.93)  0.13
C (-0.39, 2.89, 2.59)  -0.33
N (-1.06, 3.09, 1.55)  0.15
C (-0.54, 4.32, 0.93)  -0.23
C (0.70, 4.65, 1.79)  -0.08
O (0.60, 3.76, 2.93)  0.00
C (-0.26, 4.16, -0.55)  -0.19
C (0.64, 5.02, -1.17)  -0.05
C (0.91, 4.92, -2.53)  -0.09
C (0.25, 3.97, -3.29)  -0.10
C (-0.65, 3.11, -2.68)  -0.09
C (-0.91, 3.20, -1.32)  -0.07
H (-3.94, -3.93, 2.78)  0.13
H (-2.37, -4.07, 1.94)  0.13
H (-4.61, -2.10, 1.40)  0.16
H (-2.46, -0.96, -0.87)  0.05
H (-2.24, -1.76, -3.18)  0.10
H (-2.94, -4.06, -3.80)  0.10
H (-3.90, -5.55, -2.06)  0.10
H (-4.16, -4.74, 0.24)  0.11
H (-0.97, -1.66, 5.22)  0.12
H (0.50, 0.09, 6.23)  0.11
H (0.80, 2.26, 5.03)  0.12
H (-1.30, 5.10, 1.05)  0.15
H (0.73, 5.67, 2.17)  0.13
H (1.64, 4.42, 1.28)  0.12
H (1.15, 5.78, -0.59)  0.11
H (1.62, 5.60, -2.99)  0.10
H (0.45, 3.88, -4.35)  0.10
H (-1.15, 2.35, -3.26)  0.10
H (-1.57, 2.47, -0.86)  0.06
C (2.10, 1.30, -0.89)  -0.29
As (0.82, -0.03, -0.27)  1.07
C (1.92, -0.82, 1.15)  -0.30
C (1.05, -1.43, -1.66)  -0.33
C (2.45, -1.75, -2.06)  -0.31
C (3.08, -1.05, -3.08)  -0.07
C (4.40, -1.31, -3.42)  -0.09
C (5.12, -2.29, -2.75)  -0.10
C (4.50, -3.01, -1.73)  -0.09
C (3.18, -2.74, -1.39)  -0.07
H (3.08, 0.88, -1.10)  0.02
H (2.19, 2.05, -0.11)  0.02
H (1.70, 1.79, -1.78)  0.01
H (2.93, -1.05, 0.81)  0.02
H (1.44, -1.72, 1.51)  0.02
H (1.97, -0.10, 1.97)  0.01
H (0.46, -1.09, -2.50)  0.06
H (0.54, -2.31, -1.25)  0.07
H (2.53, -0.28, -3.61)  0.11
H (4.87, -0.75, -4.22)  0.10
H (6.14, -2.50, -3.01)  0.10
H (5.04, -3.78, -1.21)  0.10
H (2.70, -3.31, -0.61)  0.11

***

No. 7
C4H13N2O | wB97M-V/def2-TZVPD

Properties
* ΔE to the lowest compared entry with this formula, charge and spin: 2.374 eV
* net charge: +1
* calculated total energy: -9379.210 eV
* 2S+1: 1
* F_max: 6.4 eV Å⁻¹
* frontier orbital gap: 10.461 eV

Each line ends with the Löwdin charge.
Element x y z (Å)
C (-0.46, -0.33, -2.17)  0.02
C (-2.51, 1.37, 0.53)  -0.14
C (2.51, -0.83, 1.87)  -0.03
C (-0.84, 0.34, -0.88)  -0.42
N (-2.11, 1.02, -0.77)  0.01
N (2.05, -0.88, 0.46)  0.10
O (-0.16, 0.23, 0.11)  0.05
H (0.43, -0.13, -2.63)  0.06
H (-1.29, -0.05, -2.91)  0.12
H (-0.48, -1.39, -2.13)  0.08
H (-3.63, 1.77, 0.55)  0.14
H (-2.51, 0.70, 1.30)  0.04
H (-1.94, 2.30, 0.98)  0.13
H (3.66, -0.99, 1.80)  0.15
H (2.15, 0.17, 2.19)  0.12
H (2.01, -1.58, 2.36)  0.06
H (-2.82, 0.72, -1.46)  0.15
H (2.70, -0.25, 0.04)  0.14
H (2.14, -1.86, 0.29)  0.15
H (1.10, -0.32, 0.47)  0.07

***

Which value of 2S+1 does entry 4 give?
5